DFT (ωB97M-V with the def2-TZVPD basis set) results for 8 unconnected molecules or ions with the total composition C14H47N3O8 in a non-equilibrium geometry.

The HOMO-LUMO gap is 4.2 eV. The calculation puts the HOMO energy at -0.226 Ha. As for the spin multiplicity: 1.

Structure (XYZ):
```
72
Properties=species:S:1:pos:R:3:mulliken_charge:R:1
H -6.88083 1.56270 -0.51339 0.33
O 6.60258 -2.11786 0.38503 -0.34
H 0.88439 7.74583 -1.61081 0.26
H 8.09312 -1.47003 1.69760 0.26
H -1.56051 -0.51953 -2.11762 0.04
C -7.95375 -1.54867 -2.14338 -1.40
C -5.97020 0.14963 -2.47265 -0.84
H -7.60117 -2.33222 -2.81408 0.32
N 4.39010 -3.08045 2.31225 -0.79
H -8.05619 0.63303 -1.99338 0.25
H 2.28502 3.05915 1.13932 0.23
H 0.70460 -5.66109 -1.11621 0.41
H -0.33682 -1.07536 -3.35922 0.27
H 3.05534 6.33206 0.68382 0.39
O 0.99567 -6.57411 -1.17340 -0.41
H -7.74545 -1.88618 -1.12808 0.34
H -4.51666 -1.49058 0.48920 0.33
C 1.79843 4.90971 1.75065 0.69
O 1.10066 6.41837 0.05690 -0.33
O -2.12986 -5.51674 -3.43801 -0.67
C -7.52216 -0.11053 -2.58502 0.53
N 2.47668 4.00264 0.83404 -0.76
H 2.16994 8.19936 -0.49939 0.32
C 0.21582 -1.41562 -1.29605 -0.28
C 2.24170 4.64287 3.18528 -1.43
O -0.27745 -2.72483 -1.10021 -0.86
H 1.28852 -1.40809 -1.48929 0.20
H -0.07252 0.39198 -2.57784 0.35
H 0.72156 4.75143 1.80881 0.18
O -5.43506 0.27811 -1.20860 -0.17
H 5.89110 -0.28137 1.14537 0.37
H 1.92697 3.96910 -0.01260 0.26
H 2.07983 3.57253 3.31280 0.34
C 5.19275 -1.86337 2.38063 0.76
C 2.05808 6.25038 1.11613 -0.76
H 1.66469 5.03465 4.02293 0.38
O 0.08473 -3.43371 3.46685 -0.63
H -5.26041 2.29312 -0.99056 0.32
H -7.59302 -0.65805 -4.49904 0.27
H 3.78148 -3.22020 3.10606 0.28
H 8.10522 -0.71885 0.09263 0.29
C 6.15315 -2.04755 3.58117 -1.49
H 2.06447 7.01686 1.89108 0.38
H 0.83704 -7.12913 -0.40632 0.44
C 7.93701 -1.64986 0.63393 -0.63
H 3.28578 4.86998 3.40076 0.32
O -4.26546 -2.29509 0.94297 -0.66
H -1.73644 -4.81574 -2.91835 0.35
H 0.12909 -0.94087 -0.31872 0.21
C 5.59605 -1.31812 0.98357 -0.78
H 3.65582 -2.99310 1.62428 0.25
C -5.79851 1.44513 -0.56691 -0.79
H 5.72691 -2.33131 4.54340 0.38
H 6.57166 -1.08884 3.88748 0.37
H -5.79330 1.00471 -3.12508 0.38
N -7.93397 0.12246 -3.95621 -0.71
H -2.80625 -5.08066 -3.95625 0.30
H 4.57466 -1.03590 2.72900 0.16
H -9.03708 -1.64561 -2.21483 0.39
H 8.67928 -2.33133 0.21832 0.22
H -5.42948 -0.70191 -2.88569 0.28
H 4.69673 -1.25966 0.37044 0.40
H 6.98904 -2.68295 3.28851 0.31
H 0.58769 8.32563 0.09963 0.29
H -0.21607 -2.53570 3.60595 0.31
H 1.94242 -6.60741 -1.32886 0.45
C 1.19615 7.71429 -0.56682 -0.76
H -0.32578 -3.69956 2.64402 0.32
H -8.94102 0.09559 -4.02858 0.27
H -3.30842 -2.29126 0.92618 0.31
C -0.50971 -0.59027 -2.39854 -0.77
H -5.41841 1.38795 0.45306 0.24
```


DFT (ωB97M-V with the def2-TZVPD basis set) results for 2 unconnected molecules or ions with the total composition C9H17O3P in a non-equilibrium geometry.

The charge is -2. The HOMO-LUMO gap is 6.0 eV. The calculation puts the HOMO energy at 0.002 Ha. As for the spin multiplicity: 1.

Structure (XYZ):
```
30
Properties=species:S:1:pos:R:3:nbo_charge:R:1
H 1.34835 0.15073 1.39712 0.18
H -4.22175 0.55024 -0.19157 0.23
H 3.82436 -2.76714 1.36293 0.15
C -1.40186 0.29391 0.06897 -0.27
H -2.15900 0.43789 -1.96800 0.26
H -0.63491 1.95850 0.88703 0.14
C 2.04988 -2.27336 0.25819 -0.10
H -1.79544 2.66605 -2.44053 0.18
H 2.22837 -4.37957 -0.07418 0.16
H -3.62914 2.02839 0.36522 0.18
H -4.13545 1.86387 -1.40396 0.17
O -0.98211 -2.47259 0.64695 -1.25
C -3.62176 1.42293 -0.51808 -0.61
H 2.23934 -3.49415 -1.44104 0.20
C -1.54358 2.39406 -1.42748 -0.61
O -0.04817 -1.27483 -1.42401 -1.26
C 1.82324 -3.49798 -0.44817 -0.69
P -1.29196 -1.54576 -0.51281 2.36
H 1.56347 -1.48132 -0.23488 0.27
C 3.10725 -2.01339 0.99722 -0.51
C -0.60933 0.88229 0.95252 -0.33
O -2.63619 -1.78476 -1.14982 -1.25
C -2.20232 1.10953 -1.08250 -0.26
H -0.50816 2.28787 -1.45579 0.22
H -1.88120 3.17168 -0.78500 0.17
H 0.03867 -0.83467 1.96945 0.27
H 0.64998 -3.53938 -0.61977 0.30
C 0.29866 0.17825 1.91202 -0.64
H 0.57123 0.65586 2.88999 0.16
H 3.11787 -0.99278 1.43948 0.18
```


DFT (ωB97M-V with the def2-TZVPD basis set) results for 9 unconnected molecules or ions with the total composition C19H56O9 in a non-equilibrium geometry.

The HOMO-LUMO gap is 9.9 eV. The calculation puts the HOMO energy at -0.346 Ha. As for the spin multiplicity: 1. The structure (SMILES) is CC(C)O.CC(C)O.CC(C)O.CC(C)O.CC(C)O.CO.CO.CO.CO.

Structure (XYZ):
```
84
Properties=species:S:1:pos:R:3:mulliken_charge:R:1
C 1.30121 2.31297 4.99409 -1.39
H -0.43919 -3.12472 2.45303 0.14
H 2.42408 -0.29245 1.28240 0.37
H -2.05790 1.96409 -0.05543 0.12
C -1.95577 -2.33730 3.32132 0.32
O 3.39762 -0.34131 1.40495 -0.58
H -0.44046 -2.36877 4.85492 0.29
H 1.28324 2.37279 6.08639 0.36
C -0.06147 2.71588 4.44027 0.57
H 0.86713 2.79192 2.54160 0.25
O 2.99660 3.98885 -3.99852 -0.56
H -1.22346 3.53220 -0.09759 0.28
H -4.15960 -2.24098 -3.90252 0.28
C -1.36212 -1.81311 4.62507 -1.06
H 5.76329 -0.76949 -0.00366 0.36
H 6.07726 0.95176 -0.15505 0.37
H 3.70307 2.32480 1.33400 0.37
C -3.78706 -1.58457 -4.68834 -1.29
C -2.39402 -3.44896 -0.98687 -0.43
H 3.63478 -0.00385 -0.60902 0.02
O -1.41022 -3.99093 -1.82177 -0.57
H 0.65789 2.09194 -2.46445 0.04
O -2.02122 2.91877 -1.88424 -0.42
H 2.14984 2.87048 4.60464 0.36
H 1.49442 1.25618 4.78505 0.33
H -2.12637 -2.48268 -0.53458 0.09
O -0.98169 -2.32267 2.27892 -0.46
C 0.64029 4.01620 -4.54378 -1.21
O -1.62242 -2.58631 -4.24871 -0.57
H -2.00316 -1.99915 5.48778 0.42
H 4.19635 2.39990 -0.37768 0.40
H -1.84417 -0.83685 -5.31736 0.28
H -3.02164 3.43946 -0.14824 0.40
H 1.07568 -0.22203 -0.99974 0.28
C -0.06265 2.37749 2.93639 -0.68
H -0.94791 -0.49492 -3.04389 0.14
C 0.31628 -0.63516 -0.33453 -0.28
H -2.48127 -0.81126 -2.32378 0.13
H 0.17875 -1.67398 -0.66014 0.23
H -1.43313 -3.54457 -2.68935 0.46
C -2.02274 -0.46109 -3.24862 -1.05
H -0.30062 3.46219 -4.49820 0.25
H 2.96467 4.68577 -3.33448 0.35
H -0.38214 -4.72467 0.60032 0.10
H -1.03091 -0.77606 4.57229 0.05
H 1.82329 -4.32339 2.34298 0.27
H -4.34547 -0.64796 -4.61119 0.34
H 1.95499 2.36482 -4.58493 0.27
H 0.84119 4.19148 -5.60013 0.34
H -3.98697 -1.97746 -5.68529 0.39
H 2.39226 2.22528 -2.06522 0.12
H -1.71677 -4.34895 3.87894 0.34
O 0.87889 -4.43175 2.19800 -0.59
H -2.91199 -4.11007 2.55253 0.24
H 0.01893 -1.16690 1.46843 0.38
H 1.34401 3.59755 -1.88286 0.33
O -0.22609 4.10770 4.65199 -0.57
H -2.67288 -4.11327 -0.16699 0.22
C -2.08636 2.97096 -0.46210 -0.60
H -2.26831 0.57078 -3.49170 0.51
C 5.47504 0.21017 0.37343 -1.58
H 1.12949 -3.87911 0.20531 0.21
H -0.88071 2.80857 2.34661 0.24
H -3.33941 -3.71233 4.25033 0.45
H -2.02980 3.79498 -2.27206 0.25
H -0.81794 2.11552 4.96185 0.17
H -1.68638 -3.11155 -5.05394 0.27
H -0.63170 -0.12890 -0.55356 -0.07
H -3.31847 -3.25738 -1.55587 0.29
H -0.10235 1.30739 2.73288 0.01
C -2.54611 -3.73914 3.50739 -1.34
H 1.19347 -5.61914 0.54056 0.38
C -2.30230 -1.33438 -4.45732 0.51
C 3.95799 0.40728 0.36302 1.01
C 3.56311 1.88475 0.34036 -1.16
C 1.80162 3.22873 -3.93356 0.34
H -2.74853 -1.62683 3.05533 0.38
H -1.00403 4.36992 4.14337 0.33
H 0.52262 4.97717 -4.03827 0.31
C 0.68416 -4.68740 0.78927 -0.45
C 1.54409 2.72588 -2.52104 -0.62
H 2.49531 1.99434 0.14602 0.11
H 5.80878 0.31173 1.41301 0.37
O 0.64417 -0.53489 1.04150 -0.28
```


DFT (ωB97M-V with the def2-TZVPD basis set) results for C3H5N5 in the gas phase in a non-equilibrium geometry.

The HOMO-LUMO gap is 10.1 eV. The calculation puts the HOMO energy at -0.374 Ha. As for the spin multiplicity: 1. The structure (SMILES) is C/C=N/n1cnnn1.

Structure (XYZ):
```
13
Properties=species:S:1:pos:R:3:nbo_charge:R:1
C 0.57723 0.76719 1.84225 0.07
C -1.03764 -1.35860 -1.78578 -0.68
H -0.40490 0.10595 2.13837 0.22
H -1.20116 -2.48191 -1.70132 0.23
N 0.75153 0.96385 0.53680 -0.03
H -0.71289 -1.51558 0.37080 0.19
N 0.21324 0.34670 -0.62771 -0.23
C -0.40489 -0.76157 -0.51556 0.14
N 1.25336 1.72524 2.44149 -0.26
N 1.94465 2.38626 1.60223 -0.06
H -0.62326 -1.07179 -2.80360 0.25
N 1.69564 1.79003 0.33743 -0.08
H -2.05089 -0.89576 -1.83541 0.24
```


DFT (ωB97M-V with the def2-TZVPD basis set) results for a gas-phase ion, C3H7O (charge +1) in a non-equilibrium geometry.

The charge is +1. The HOMO-LUMO gap is 15.0 eV. The calculation puts the HOMO energy at -0.676 Ha. As for the spin multiplicity: 1.

Structure (XYZ):
```
11
Properties=species:S:1:pos:R:3:nbo_charge:R:1
H -2.17515 0.06705 -0.54877 0.25
H -1.09173 -1.06855 -1.34311 0.24
H 1.61951 -0.16071 -0.69842 0.25
C -1.16374 -0.16715 -0.74376 -0.23
C 1.10913 -0.44137 0.28887 -0.09
H 0.47165 1.50906 0.70239 0.23
H 1.55172 -1.33075 0.70442 0.24
O -0.29818 -0.48388 0.48778 -0.27
H 0.56218 0.49401 2.15253 0.25
H -0.63574 0.68845 -1.27993 0.22
C 0.48884 0.51499 1.10580 -0.08
```


- spin multiplicity of number 2 (C9H17O3P)?
  1


- spin multiplicity of number 4 (C3H5N5)?
  1